w | {"formula": "C4H12NO3", "method": "ωB97M-V/def2-TZVPD", "charge": 1, "lumo_energy_ev": -3.08, "symbols": ["C", "C", "C", "C", "N", "O", "O", "O", "H", "H", "H", "H", "H", "H", "H", "H", "H", "H", "H", "H"], "coordinates": [[-0.82668, -1.71250, 0.38137], [2.88730, 0.36028, -0.77654], [-1.15244, -0.34441, -0.03310], [1.67362, 0.96583, -0.20428], [-2.63222, -0.11798, -0.29127], [-0.93883, 0.46478, 1.20481], [1.42699, 0.77532, 1.03137], [0.86585, 1.85882, -0.75960], [-1.56619, -2.19794, 1.04690], [-0.86496, -2.36490, -0.43046], [0.13522, -1.57273, 0.97084], [2.83823, 0.37852, -1.90076], [3.10080, -0.55710, -0.26529], [3.68395, 1.04230, -0.57564], [-2.91267, -0.57721, -1.09149], [-2.54146, 0.82917, -0.56891], [-3.18777, -0.29957, 0.56660], [-1.35724, 0.05185, 1.96308], [0.26580, 0.67284, 1.27418], [1.10270, 2.34466, -1.54182]], "nbo_charge": [-0.71, -0.74, -0.02, 0.90, -0.71, -0.73, -0.63, -0.63, 0.17, 0.24, 0.24, 0.26, 0.28, 0.28, 0.43, 0.45, 0.39, 0.48, 0.53, 0.52]}

x | {"formula": "C4H12NO3", "method": "ωB97M-V/def2-TZVPD", "charge": 1, "lumo_energy_ev": -9.23, "symbols": ["C", "C", "C", "C", "O", "O", "N", "H", "H", "H", "H", "H", "H", "H", "H", "H", "H", "H", "H", "O"], "coordinates": [[0.12034, 0.17142, 2.60379], [-0.68806, -0.57409, 1.51393], [-1.14413, 0.42101, 0.47971], [-0.61136, 0.27741, -0.81949], [1.21395, 1.11577, -3.70736], [-0.83957, 0.93683, -1.86283], [-1.77844, -1.30577, 2.06434], [1.18252, 0.28479, 2.19016], [-0.34534, 1.17123, 2.52873], [0.09354, -0.21777, 3.60118], [-0.04457, -1.20035, 0.93970], [-2.15657, 0.83884, 0.34623], [0.15075, -0.57161, -0.96553], [0.42919, 1.21276, -3.09852], [0.74298, 1.26394, -4.50266], [-1.52889, -2.04382, 2.69193], [-2.74865, -1.06497, 2.08530], [2.00682, 0.04586, -2.47052], [3.41048, -0.22128, -1.70709], [2.53501, -0.54021, -1.91102]], "nbo_charge": [-0.56, -0.16, 0.26, 0.24, -0.95, -0.35, -0.76, 0.25, 0.22, 0.27, 0.27, 0.25, 0.21, 0.47, 0.49, 0.41, 0.41, 0.50, 0.49, -0.99]}

y | {"formula": "C4H12NO3", "method": "ωB97M-V/def2-TZVPD", "charge": 1, "lumo_energy_ev": -3.74, "symbols": ["O", "C", "O", "C", "C", "C", "N", "H", "H", "H", "H", "H", "H", "H", "H", "H", "H", "H", "H", "O"], "coordinates": [[0.75994, -1.36612, -1.62186], [0.35624, -0.27246, -1.44405], [-0.22901, 0.50751, -2.40584], [0.59249, 0.58044, -0.21082], [0.67203, -0.31654, 1.03030], [0.78446, 0.48104, 2.31465], [-0.51592, 1.62785, -0.06547], [-0.83948, 0.03460, -2.99374], [1.47345, 1.20523, -0.28689], [1.48680, -1.02589, 0.91840], [-0.25973, -0.87354, 0.93233], [-0.03894, 0.35567, 3.01761], [0.84409, 1.57634, 2.21340], [1.67128, 0.34251, 2.92863], [-0.17854, 2.35485, -0.69507], [-0.52344, 2.04216, 0.86755], [-1.42083, 1.27233, -0.36407], [-2.30462, -2.75548, -1.27238], [-0.95428, -2.97161, -1.85560], [-1.37598, -2.79886, -1.00708]], "nbo_charge": [-0.47, 0.78, -0.73, -0.13, -0.43, -0.65, -0.68, 0.52, 0.24, 0.27, 0.23, 0.24, 0.18, 0.26, 0.45, 0.45, 0.45, 0.47, 0.48, -0.94]}

Which is the most stable structure? y is the most stable.

w | {"formula": "C4H12NO3", "method": "ωB97M-V/def2-TZVPD", "charge": 1, "lumo_energy_ev": -3.55, "symbols": ["O", "C", "O", "C", "C", "C", "N", "H", "H", "H", "H", "H", "H", "H", "H", "H", "H", "H", "H", "O"], "coordinates": [[-2.21077, -1.05382, -0.96054], [-1.85571, -0.62096, 0.08798], [-2.63783, -0.64968, 1.18014], [-0.59764, 0.24194, 0.37995], [0.59134, -0.67077, 0.52705], [1.89246, 0.06899, 0.21464], [-0.87776, 1.05743, 1.65116], [-3.48010, -1.12716, 1.20491], [-0.37227, 0.81010, -0.55113], [0.37584, -1.56523, -0.16752], [0.68864, -1.25464, 1.46149], [1.94528, 1.03938, 0.76233], [2.01719, 0.32831, -0.84539], [2.77446, -0.55044, 0.29952], [-1.46544, 0.38528, 2.19891], [-1.21931, 1.98084, 1.39740], [-0.09356, 1.21646, 2.30098], [1.74949, -0.60425, -3.53722], [1.25668, 0.65118, -4.23456], [1.51900, 0.31704, -3.37011]], "nbo_charge": [-0.50, 0.78, -0.75, -0.16, -0.45, -0.64, -0.70, 0.55, 0.29, 0.26, 0.23, 0.20, 0.25, 0.25, 0.48, 0.46, 0.45, 0.48, 0.48, -0.96]}

x | {"formula": "C4H12NO3", "method": "ωB97M-V/def2-TZVPD", "charge": 1, "lumo_energy_ev": -3.41, "symbols": ["O", "C", "O", "C", "C", "C", "N", "H", "H", "H", "H", "H", "H", "H", "H", "H", "H", "H", "H", "O"], "coordinates": [[0.45596, -0.63045, -2.38509], [0.42644, -0.08955, -1.31947], [1.44696, 0.53246, -0.73276], [-0.89150, 0.07513, -0.54076], [-0.82408, 1.19257, 0.50842], [-2.12266, 1.44917, 1.21710], [-0.84345, -1.23607, 0.30034], [2.28100, 0.40489, -1.19409], [-1.77396, 0.08999, -1.17126], [-0.64119, 2.08645, -0.09073], [0.11991, 1.06759, 1.04764], [-2.14441, 2.20994, 1.99980], [-2.44360, 0.60630, 1.85019], [-2.85488, 1.85309, 0.51149], [-0.32389, -1.05631, 1.15994], [-0.50588, -2.04760, -0.20303], [-1.76855, -1.45372, 0.68047], [2.83707, -0.73311, 1.39368], [2.13937, -0.79571, 2.73262], [2.01531, -1.07059, 1.78926]], "nbo_charge": [-0.52, 0.75, -0.67, -0.11, -0.45, -0.64, -0.69, 0.52, 0.26, 0.25, 0.25, 0.26, 0.20, 0.24, 0.46, 0.45, 0.44, 0.49, 0.49, -0.97]}

Which is the most stable structure? x is the most stable.

w | {"formula": "C41H37F5HgP2", "method": "ωB97M-V/def2-TZVPD", "lumo_energy_ev": -0.31, "symbols": ["Hg", "C", "C", "C", "C", "C", "C", "C", "C", "C", "H", "H", "H", "H", "H", "H", "H", "H", "H", "H", "H", "H", "H", "H", "H", "P", "P", "C", "C", "C", "C", "C", "C", "C", "C", "C", "C", "C", "C", "C", "C", "C", "C", "C", "C", "C", "C", "C", "C", "C", "C", "C", "C", "H", "H", "H", "H", "H", "H", "H", "H", "H", "H", "H", "H", "H", "H", "H", "H", "H", "H", "H", "H", "H", "H", "F", "C", "C", "C", "F", "C", "F", "C", "F", "C", "F"], "coordinates": [[1.47032, -1.22633, -0.13701], [-2.52776, 0.41167, 5.68282], [-2.83029, 0.27242, 4.38595], [-3.48484, 1.29887, 3.50418], [-2.48265, 2.28798, 2.84671], [-1.34587, 2.83310, 3.66105], [-1.50157, 3.18457, 4.93895], [-2.73934, 2.98898, 5.76539], [-2.81349, 1.62705, 6.50118], [3.39330, -0.60741, 0.59980], [-2.02409, -0.41838, 6.21039], [-2.54327, -0.66287, 3.88278], [-4.27132, 1.85967, 4.01910], [-4.01105, 0.77656, 2.69083], [-2.13615, 1.80041, 1.92553], [-3.07751, 3.17262, 2.53930], [-0.39923, 3.00346, 3.12097], [-0.67015, 3.69947, 5.45748], [-3.66552, 3.16417, 5.19142], [-2.68744, 3.76319, 6.55306], [-2.08781, 1.65489, 7.31968], [-3.79288, 1.54430, 6.99604], [3.67642, -1.21438, 1.47960], [3.37527, 0.45943, 0.89473], [4.11748, -0.73760, -0.23174], [-0.15296, -1.98062, -1.82812], [2.17830, 0.47701, -2.55605], [-0.51489, -0.36479, -2.53859], [0.42193, 0.49182, -3.01053], [-0.37014, -3.14126, -3.26606], [-1.40894, -2.82557, -4.15780], [-1.70585, -3.63414, -5.25249], [-0.96734, -4.79860, -5.48178], [0.08639, -5.12094, -4.61894], [0.39697, -4.30339, -3.52677], [-1.68593, -2.19314, -0.86405], [-2.08369, -1.18386, 0.03985], [-2.90678, -1.51893, 1.11375], [-3.44695, -2.80003, 1.21455], [-3.17894, -3.75232, 0.22276], [-2.27859, -3.46056, -0.80628], [2.79922, 0.80130, -4.28983], [2.38713, -0.06077, -5.33664], [2.66428, 0.25447, -6.66918], [3.39058, 1.41032, -6.98854], [3.85533, 2.23199, -5.96162], [3.57934, 1.91955, -4.62405], [2.32616, 2.18192, -1.85906], [3.57976, 2.58680, -1.35525], [3.70250, 3.81088, -0.69364], [2.58871, 4.64673, -0.54208], [1.37424, 4.28801, -1.12983], [1.23992, 3.06230, -1.78496], [-1.58139, -0.12438, -2.61934], [0.12426, 1.27562, -3.72601], [-2.00357, -1.92421, -3.99816], [-2.52262, -3.35044, -5.91429], [-1.22414, -5.44357, -6.32020], [0.66370, -6.02821, -4.80856], [1.22884, -4.57245, -2.87245], [-1.75719, -0.14921, -0.08589], [-3.12905, -0.75979, 1.86503], [-4.05444, -3.06437, 2.08101], [-3.63580, -4.74019, 0.26661], [-1.98885, -4.22731, -1.53091], [1.80646, -0.95939, -5.10762], [2.31190, -0.39529, -7.47475], [3.60157, 1.66172, -8.02719], [4.43388, 3.12962, -6.19576], [3.94417, 2.59335, -3.84564], [4.45752, 1.94626, -1.48253], [4.67008, 4.10394, -0.28657], [2.66851, 5.57019, 0.03612], [0.51198, 4.95175, -1.06655], [0.28216, 2.78584, -2.22513], [0.66132, -3.64812, 2.39957], [0.81694, -2.44956, 3.03406], [1.14098, -1.32620, 2.31655], [1.29162, -0.18980, 3.07039], [1.47949, 1.00359, 2.45070], [1.25793, -0.16052, 4.48167], [1.46410, 0.98763, 5.15389], [0.87777, -1.29326, 5.17312], [0.73271, -1.23257, 6.52516], [0.59851, -2.43209, 4.42662], [0.06037, -3.49857, 5.06011]], "lowdin_charge": [0.90, -0.11, -0.10, -0.21, -0.18, -0.11, -0.12, -0.20, -0.19, -0.34, 0.11, 0.09, 0.10, 0.09, 0.09, 0.12, 0.10, 0.11, 0.10, 0.11, 0.11, 0.12, -0.02, -0.03, -0.04, 0.92, 0.98, -0.34, -0.35, -0.35, -0.10, -0.07, -0.07, -0.08, -0.08, -0.39, -0.10, -0.07, -0.06, -0.07, -0.09, -0.35, -0.11, -0.09, -0.09, -0.08, -0.09, -0.38, -0.12, -0.08, -0.08, -0.08, -0.09, 0.08, 0.09, 0.10, 0.11, 0.11, 0.11, 0.11, 0.10, 0.07, 0.11, 0.11, 0.10, 0.10, 0.10, 0.10, 0.11, 0.09, 0.11, 0.11, 0.11, 0.10, 0.09, 0.03, -0.26, -0.10, -0.28, 0.02, -0.15, 0.09, -0.14, 0.09, -0.15, 0.08]}

x | {"formula": "C41H37F5HgP2", "method": "ωB97M-V/def2-TZVPD", "lumo_energy_ev": -1.02, "symbols": ["Hg", "C", "C", "C", "C", "C", "C", "C", "C", "C", "H", "H", "H", "H", "H", "H", "H", "H", "H", "H", "H", "H", "H", "H", "H", "P", "P", "C", "C", "C", "C", "C", "C", "C", "C", "C", "C", "C", "C", "C", "C", "C", "C", "C", "C", "C", "C", "C", "C", "C", "C", "C", "C", "H", "H", "H", "H", "H", "H", "H", "H", "H", "H", "H", "H", "H", "H", "H", "H", "H", "H", "H", "H", "H", "H", "F", "C", "C", "C", "F", "C", "F", "C", "F", "C", "F"], "coordinates": [[-2.16507, -0.03371, 3.30185], [-0.69478, 5.17917, 3.57431], [-0.51539, 4.93611, 2.26953], [0.79253, 4.85142, 1.54370], [1.49990, 3.45189, 1.67132], [2.08721, 3.10046, 3.01330], [2.05992, 3.83083, 4.14656], [1.78113, 5.30716, 4.32281], [0.29829, 5.70664, 4.55387], [-0.77731, -1.67328, 3.39288], [-1.69488, 5.09871, 4.00035], [-1.42483, 4.73726, 1.69000], [1.47399, 5.63213, 1.88332], [0.59252, 5.04080, 0.46931], [0.73935, 2.68451, 1.43533], [2.25447, 3.37353, 0.85961], [2.56856, 2.10998, 3.07354], [2.33395, 3.30251, 5.07529], [2.21981, 5.94262, 3.53681], [2.32311, 5.60002, 5.23714], [-0.01481, 5.38965, 5.56601], [0.22984, 6.81315, 4.56369], [-0.83806, -2.12762, 4.39531], [0.21342, -1.25198, 3.16337], [-1.12883, -2.38214, 2.63287], [-1.36550, -1.75283, -3.04948], [1.04598, -3.51774, -1.99143], [0.34417, -1.37907, -3.55941], [1.32841, -2.25166, -3.25135], [-2.11226, -1.86179, -4.75592], [-1.52880, -1.33363, -5.91507], [-2.13007, -1.50739, -7.16840], [-3.31938, -2.24039, -7.28970], [-3.88355, -2.79929, -6.14026], [-3.28864, -2.62774, -4.89482], [-1.79006, -0.08085, -2.45206], [-1.15729, 0.32455, -1.25943], [-1.43178, 1.57735, -0.71464], [-2.32044, 2.43925, -1.37793], [-2.95783, 2.03490, -2.56062], [-2.70556, 0.76365, -3.09020], [2.02874, -4.85770, -2.90045], [1.55052, -5.30645, -4.14947], [2.24760, -6.27826, -4.87233], [3.43465, -6.81684, -4.37828], [3.91766, -6.37598, -3.14829], [3.21721, -5.41539, -2.40706], [2.26556, -2.97465, -0.75245], [2.21047, -3.60047, 0.50511], [3.13387, -3.27201, 1.50130], [4.11620, -2.30222, 1.23991], [4.16299, -1.66228, 0.00423], [3.22832, -1.98057, -0.99062], [0.51934, -0.47076, -4.14441], [2.30196, -2.25912, -3.74831], [-0.58499, -0.78478, -5.86924], [-1.67271, -1.07488, -8.05750], [-3.78886, -2.37492, -8.26594], [-4.80390, -3.38027, -6.22369], [-3.72440, -3.09036, -4.00869], [-0.44548, -0.34576, -0.77457], [-0.95529, 1.88774, 0.22324], [-2.51808, 3.43052, -0.96515], [-3.64663, 2.71071, -3.08007], [-3.20277, 0.43273, -4.00432], [0.63250, -4.88171, -4.56088], [1.85869, -6.61899, -5.82903], [3.97230, -7.57616, -4.94352], [4.84528, -6.78409, -2.75676], [3.62009, -5.09773, -1.44233], [1.43812, -4.35008, 0.68847], [3.07504, -3.76656, 2.47079], [4.83561, -2.04723, 2.02121], [4.92412, -0.89429, -0.19758], [3.25670, -1.45621, -1.94345], [-5.07153, 0.96242, 5.16222], [-3.97626, 1.74272, 5.35306], [-2.70811, 1.26979, 5.02441], [-1.68710, 1.86728, 5.75917], [-0.45567, 1.29317, 5.90816], [-1.84339, 3.11044, 6.38387], [-0.80878, 3.68769, 7.05149], [-3.07064, 3.75690, 6.33179], [-3.20516, 5.04468, 6.73098], [-4.16898, 3.00376, 5.94673], [-5.39630, 3.48902, 6.20685]], "lowdin_charge": [1.11, -0.11, -0.11, -0.19, -0.18, -0.11, -0.10, -0.20, -0.18, -0.31, 0.09, 0.10, 0.09, 0.11, 0.09, 0.11, 0.10, 0.10, 0.10, 0.11, 0.09, 0.12, -0.02, -0.04, -0.05, 1.00, 1.00, -0.34, -0.37, -0.38, -0.10, -0.08, -0.09, -0.09, -0.11, -0.39, -0.11, -0.09, -0.09, -0.08, -0.09, -0.35, -0.11, -0.09, -0.10, -0.09, -0.09, -0.42, -0.12, -0.08, -0.09, -0.08, -0.09, 0.08, 0.08, 0.09, 0.10, 0.10, 0.10, 0.10, 0.10, 0.08, 0.10, 0.11, 0.10, 0.10, 0.10, 0.10, 0.10, 0.10, 0.10, 0.10, 0.10, 0.11, 0.09, 0.05, -0.26, -0.16, -0.26, 0.04, -0.15, 0.08, -0.14, 0.11, -0.15, 0.10]}

Which is the most stable structure? w is the most stable.